Entry 1:
{
  "formula": "C38H26F5IrN6OS3Se",
  "method": "ωB97M-V/def2-TZVPD",
  "spin_multiplicity": 5,
  "largest_force_ev_per_a": 1.26,
  "elements": ["Ir", "C", "C", "C", "C", "C", "C", "N", "C", "C", "C", "C", "C", "C", "N", "N", "C", "C", "C", "C", "C", "N", "H", "H", "H", "H", "H", "H", "H", "H", "H", "H", "H", "H", "H", "F", "C", "F", "C", "F", "F", "F", "O", "C", "C", "C", "C", "C", "S", "C", "C", "C", "C", "S", "C", "C", "C", "C", "S", "H", "H", "H", "H", "H", "H", "H", "H", "H", "Se", "N", "C", "C", "C", "C", "C", "C", "N", "H", "H", "H", "H"],
  "xyz": [[0.29065, 0.84485, 0.17389], [-4.06803, 3.63142, -2.49825], [-3.10504, 2.85936, -3.13369], [-2.37931, 1.91994, -2.42389], [-2.63702, 1.71605, -1.06980], [-3.62033, 2.48535, -0.43424], [-4.31415, 3.44729, -1.14396], [-1.88479, 0.79513, -0.34266], [-2.49804, -0.16424, 0.37288], [-3.85598, -0.52808, 0.18539], [-4.45958, -1.44561, 1.00619], [-3.74066, -2.03275, 2.05345], [-2.40225, -1.74550, 2.23582], [-1.74268, -0.86433, 1.37534], [-0.40755, -0.60503, 1.37015], [0.29556, -0.82987, 2.58211], [1.74962, -0.62155, 2.43035], [2.62892, -1.32732, 3.22634], [3.96938, -0.99446, 3.14900], [4.36227, 0.01838, 2.28337], [3.40065, 0.64751, 1.51591], [2.10986, 0.33085, 1.58723], [-4.61981, 4.37911, -3.05303], [-2.90827, 3.00040, -4.18881], [-1.61018, 1.33090, -2.90445], [-3.79854, 2.33860, 0.62436], [-5.04607, 4.06091, -0.63425], [-4.39941, -0.07111, -0.62985], [-5.49539, -1.71503, 0.84871], [-4.22958, -2.73435, 2.71619], [-1.86914, -2.24027, 3.04006], [2.28206, -2.10478, 3.89487], [4.69539, -1.51394, 3.75857], [5.39976, 0.30772, 2.20026], [3.65659, 1.43440, 0.81805], [1.92936, 3.12666, 0.31814], [1.25313, 2.47625, -0.71943], [2.27147, 2.11002, -1.58315], [0.57398, 3.63126, -1.48447], [0.31146, 3.27365, -2.74552], [1.35964, 4.71987, -1.53358], [-0.57732, 4.00140, -0.90077], [0.38573, -0.56729, -1.33547], [1.05147, -1.51531, -2.09401], [2.55287, -1.48866, -1.84433], [3.31782, -0.39458, -1.58132], [4.69779, -0.70313, -1.42836], [4.95260, -2.02880, -1.57937], [3.51911, -2.92008, -1.89664], [0.76875, -1.17857, -3.56079], [1.56438, -0.55426, -4.47058], [0.88699, -0.25163, -5.68475], [-0.41039, -0.65248, -5.67142], [-0.82438, -1.41295, -4.18923], [0.53250, -2.91149, -1.77142], [0.45649, -4.00305, -2.58094], [0.01538, -5.17169, -1.89953], [-0.23484, -4.94289, -0.58587], [0.05207, -3.30160, -0.16302], [2.89637, 0.59809, -1.51763], [5.45867, 0.03838, -1.22623], [5.89537, -2.54971, -1.52231], [2.60016, -0.30928, -4.28491], [1.35369, 0.24534, -6.52330], [-1.15272, -0.55880, -6.44843], [0.71113, -3.98036, -3.63076], [-0.10726, -6.13348, -2.37678], [-0.58433, -5.63623, 0.16277], [-0.54216, 3.77834, 2.22893], [-0.12248, 2.01018, 2.07229], [-0.32738, 1.44864, 3.27881], [-0.14403, 0.10871, 3.64147], [-0.34925, -0.35240, 4.93670], [-0.75910, 0.53889, 5.92086], [-0.97765, 1.87327, 5.62711], [-0.76965, 2.35556, 4.31942], [-0.94128, 3.62173, 3.94450], [0.13408, -1.78698, 2.90953], [-0.19371, -1.40120, 5.17048], [-0.91758, 0.17441, 6.92698], [-1.31582, 2.56628, 6.38471]],
  "atomic_forces_ev_per_a": [[0.3, 0.4, -0.8], [0.0, 0.0, 0.0], [-0.1, 0.1, 0.0], [0.1, -0.2, 0.1], [-0.5, 0.3, -0.3], [0.2, -0.1, 0.0], [0.0, 0.0, 0.0], [0.2, -0.3, 0.6], [-0.2, 0.1, -0.2], [-0.1, -0.1, 0.1], [-0.1, 0.1, -0.1], [0.1, 0.0, 0.1], [0.0, -0.1, 0.0], [-0.1, 0.0, 0.1], [-0.3, -0.4, -0.2], [-0.1, 0.3, 0.4], [0.6, 0.1, -0.4], [-0.2, -0.2, 0.1], [0.0, 0.2, -0.2], [0.0, -0.2, 0.2], [0.1, 0.1, -0.1], [0.0, -0.4, 0.3], [0.0, 0.0, 0.0], [0.0, 0.0, 0.0], [0.1, -0.1, 0.0], [0.0, 0.0, 0.0], [0.0, 0.0, 0.0], [0.0, 0.0, 0.0], [0.0, 0.0, 0.0], [0.0, 0.0, 0.0], [0.0, 0.0, 0.0], [0.0, 0.0, 0.0], [0.0, 0.0, 0.0], [0.0, 0.0, 0.0], [0.0, 0.0, 0.0], [-0.1, 0.0, -0.1], [0.1, 0.2, 0.3], [-0.3, 0.9, -0.1], [-0.1, 0.1, -0.1], [-0.1, -0.1, 0.1], [-0.1, -0.1, 0.0], [0.1, -0.1, 0.1], [-0.5, 0.7, 0.9], [0.6, 0.2, -0.3], [0.2, -0.2, 0.1], [-0.1, -0.1, 0.0], [0.0, 0.0, 0.0], [-0.1, -0.3, 0.0], [0.1, 0.2, 0.0], [-0.2, -0.1, 0.2], [0.0, 0.0, 0.0], [0.0, 0.0, -0.1], [-0.1, -0.1, 0.1], [0.1, 0.2, 0.0], [-0.1, 0.1, 0.1], [0.0, 0.0, 0.0], [0.0, -0.1, 0.0], [0.1, 0.2, 0.2], [0.0, -0.2, -0.1], [0.4, -0.8, 0.0], [0.0, 0.0, 0.0], [0.0, 0.1, 0.0], [0.0, 0.0, 0.1], [0.0, 0.0, 0.0], [0.1, 0.0, 0.0], [0.0, 0.0, 0.0], [0.0, 0.0, 0.0], [0.0, 0.0, -0.1], [0.0, 0.2, -0.3], [0.1, -0.5, -0.5], [0.1, 0.0, -0.2], [-0.3, 0.2, 0.3], [0.1, -0.2, -0.2], [-0.1, 0.1, 0.1], [0.0, -0.1, 0.0], [0.1, -0.1, -0.2], [-0.2, 0.2, 0.4], [0.1, -0.1, 0.0], [0.0, 0.0, 0.0], [0.0, 0.0, 0.0], [0.0, 0.0, 0.0]]
}

---

Entry 2:
{
  "formula": "C4H6NO3S",
  "method": "ωB97M-V/def2-TZVPD",
  "charge": -1,
  "largest_force_ev_per_a": 6.01,
  "smiles": "[H]/N=C(\\C)C(=C)S(=O)(=O)[O-]",
  "elements": ["H", "N", "C", "C", "C", "C", "S", "O", "O", "O", "H", "H", "H", "H", "H"],
  "xyz": [[-2.54956, -0.17513, 1.60381], [-1.67507, 0.34793, 1.56442], [-0.96914, -0.21996, 0.72748], [-1.25031, -1.32830, -0.23231], [0.54660, 0.67427, 0.18812], [0.88733, 1.84919, 0.68702], [1.58247, -0.18996, -1.06313], [2.21638, -1.18722, -0.23342], [2.51458, 0.81536, -1.58977], [0.66401, -0.63694, -2.14476], [-0.76719, -2.29536, 0.19588], [-0.86437, -1.03921, -1.24720], [-2.36094, -1.58220, -0.06457], [1.71148, 2.44810, 0.26994], [0.31373, 2.51944, 1.33850]],
  "atomic_forces_ev_per_a": [[-0.3, 0.0, 0.3], [-0.9, 0.4, 1.2], [4.5, 2.0, -3.4], [-1.2, -1.9, 1.9], [-2.4, -1.9, 0.9], [0.0, 1.5, -0.6], [0.0, 1.9, -1.0], [-0.1, -1.0, -0.1], [-0.5, -0.4, 0.6], [0.9, 0.0, 1.2], [-0.2, 1.6, -1.1], [-0.7, -0.8, 0.9], [1.2, 0.5, -0.9], [0.0, -0.9, -0.1], [-0.3, -1.0, 0.3]]
}

---

Entry 3:
{
  "formula": "C39H48Br2CaN2",
  "method": "ωB97M-V/def2-TZVPD",
  "largest_force_ev_per_a": 0.46,
  "elements": ["Ca", "C", "C", "C", "C", "C", "C", "C", "C", "C", "C", "C", "C", "N", "C", "C", "C", "C", "C", "C", "C", "N", "C", "C", "C", "C", "C", "C", "C", "C", "C", "C", "C", "C", "H", "H", "H", "H", "H", "H", "H", "H", "H", "H", "H", "H", "H", "H", "H", "H", "H", "H", "H", "H", "H", "H", "H", "H", "H", "H", "H", "H", "H", "H", "H", "H", "H", "H", "H", "H", "H", "H", "H", "Br", "C", "Br", "H", "H", "C", "C", "C", "C", "C", "C", "C", "H", "H", "H", "H", "H", "H", "H"],
  "xyz": [[0.49167, -0.09716, 0.88332], [-0.68086, 3.94847, 0.34999], [-1.14016, 2.58214, -0.16776], [-0.31162, 2.12150, -1.37024], [-2.62560, 2.52524, -0.46069], [-3.19446, 3.69454, -0.95938], [-4.52527, 3.77306, -1.32076], [-5.32145, 2.66595, -1.10515], [-4.80596, 1.48668, -0.58146], [-5.79994, 0.41050, -0.21851], [-6.83053, 0.93440, 0.78580], [-6.50298, -0.17871, -1.43952], [-3.41879, 1.35806, -0.31960], [-2.88395, 0.08673, 0.01052], [-1.89102, -0.04806, 1.11862], [-1.69971, -1.41533, 1.72200], [-2.27383, -1.65344, 2.98269], [-2.07410, -2.80294, 3.72258], [-1.25546, -3.79286, 3.19320], [-0.62688, -3.59282, 1.98098], [-0.78926, -2.41570, 1.22070], [0.02074, -2.15841, 0.10151], [0.77434, -3.22196, -0.42720], [2.18551, -3.16950, -0.40990], [2.93719, -4.19451, -0.98010], [2.33044, -5.30220, -1.53802], [0.94840, -5.36164, -1.55630], [0.16230, -4.34207, -1.03817], [-1.33592, -4.43642, -1.23616], [-1.64918, -4.40871, -2.73483], [-1.94828, -5.67676, -0.58594], [2.92969, -1.98539, 0.16941], [4.28451, -2.34258, 0.77720], [3.07471, -0.87926, -0.88200], [0.24964, 3.84972, 0.90757], [-1.42138, 4.38068, 1.02260], [-0.50023, 4.66439, -0.45568], [-0.95389, 1.85095, 0.61914], [-0.49596, 2.74947, -2.24456], [-0.57880, 1.09738, -1.65939], [0.76627, 2.16914, -1.16501], [-2.56791, 4.56828, -1.08602], [-4.93803, 4.68712, -1.72736], [-6.38446, 2.72096, -1.31262], [-5.25755, -0.37336, 0.28793], [-7.48152, 1.69371, 0.34519], [-6.34272, 1.37640, 1.65651], [-7.46450, 0.11360, 1.12972], [-7.14208, 0.57188, -1.91250], [-7.13035, -1.02622, -1.15446], [-5.79117, -0.52509, -2.18888], [-2.29611, 0.58476, 1.91489], [-2.94507, -0.88967, 3.36276], [-2.55999, -2.93112, 4.68120], [-1.09038, -4.71871, 3.73119], [0.03927, -4.35707, 1.60202], [4.01746, -4.13797, -0.97218], [2.92498, -6.10115, -1.96192], [0.45928, -6.21583, -2.01035], [-1.79538, -3.56434, -0.77806], [-1.12414, -5.21080, -3.25805], [-1.34008, -3.46212, -3.18511], [-2.71670, -4.53875, -2.90711], [-1.58426, -6.59443, -1.05605], [-3.03482, -5.65273, -0.69313], [-1.71710, -5.72486, 0.47877], [2.33434, -1.55874, 0.99082], [5.01973, -2.56645, 0.00259], [4.20108, -3.21482, 1.42468], [4.68214, -1.51024, 1.35754], [3.65254, -1.24594, -1.73246], [3.58755, 0.00099, -0.48183], [2.10256, -0.58252, -1.29729], [4.12402, 1.13653, 2.34354], [4.50843, 2.49593, 1.03930], [3.02877, 3.66286, 0.72561], [4.74353, 1.99900, 0.10726], [5.34862, 3.07332, 1.40107], [-2.95720, -0.95351, -0.99807], [-3.90592, -2.14061, -0.84064], [-4.40647, -2.72325, -1.99851], [-5.25660, -3.81983, -1.95070], [-5.62304, -4.35804, -0.72706], [-5.12943, -3.78656, 0.43862], [-4.28153, -2.69092, 0.38134], [-3.20671, -0.47802, -1.95351], [-1.94808, -1.37195, -1.12305], [-4.13102, -2.30516, -2.96196], [-5.63635, -4.24641, -2.87126], [-6.28803, -5.21120, -0.68155], [-5.40659, -4.19494, 1.40287], [-3.91993, -2.24792, 1.29897]],
  "atomic_forces_ev_per_a": [[-0.3, -0.1, -0.3], [0.0, 0.0, -0.1], [0.2, 0.0, 0.0], [-0.1, -0.1, -0.1], [0.0, 0.0, -0.1], [0.0, 0.1, 0.0], [0.0, -0.1, 0.0], [0.0, 0.0, 0.0], [0.1, 0.0, 0.0], [-0.1, 0.0, 0.0], [-0.1, 0.0, 0.0], [0.0, 0.0, -0.1], [0.2, 0.0, -0.2], [-0.3, -0.1, 0.4], [0.2, 0.1, -0.1], [0.2, -0.1, 0.1], [-0.1, 0.0, 0.0], [0.0, 0.0, 0.0], [0.0, 0.0, -0.1], [0.0, -0.1, 0.0], [0.2, 0.2, -0.1], [-0.1, 0.1, 0.3], [0.0, 0.0, -0.1], [0.0, 0.0, 0.0], [0.0, 0.0, 0.1], [0.0, 0.0, 0.0], [0.0, 0.0, 0.0], [0.0, 0.1, 0.0], [0.0, 0.0, 0.0], [0.0, 0.0, 0.0], [0.0, 0.0, 0.0], [0.0, 0.2, 0.0], [0.1, 0.0, -0.1], [0.0, 0.0, -0.1], [0.1, 0.0, 0.0], [0.0, 0.0, 0.0], [0.0, 0.0, 0.0], [-0.2, 0.1, 0.2], [0.0, 0.0, 0.0], [0.0, 0.0, 0.0], [0.1, 0.0, 0.0], [0.0, 0.0, 0.0], [0.0, 0.0, 0.0], [0.0, 0.0, 0.0], [0.2, -0.2, 0.1], [0.0, 0.0, 0.0], [0.0, 0.0, 0.0], [0.0, 0.0, 0.0], [0.0, 0.0, 0.0], [0.0, 0.0, 0.0], [0.0, 0.0, 0.0], [0.0, -0.1, 0.1], [0.0, 0.0, 0.0], [0.0, 0.0, 0.0], [0.0, 0.0, 0.0], [0.0, 0.0, 0.0], [0.0, 0.0, 0.0], [0.0, 0.0, 0.0], [0.0, 0.0, 0.0], [0.0, 0.0, 0.0], [0.0, 0.0, 0.0], [0.0, 0.0, 0.0], [0.0, 0.0, 0.0], [0.0, 0.0, 0.0], [0.0, 0.0, 0.0], [0.0, 0.0, 0.0], [0.0, -0.3, 0.2], [0.0, 0.0, 0.0], [0.0, 0.0, 0.0], [0.0, 0.0, 0.0], [0.0, 0.0, 0.0], [0.0, 0.0, 0.0], [0.0, 0.0, 0.0], [-0.1, 0.0, 0.1], [0.2, -0.1, -0.1], [-0.1, 0.0, 0.0], [0.0, 0.0, 0.0], [0.0, 0.0, 0.0], [0.2, 0.1, -0.2], [-0.1, 0.1, 0.1], [0.0, 0.0, 0.0], [0.0, 0.0, 0.0], [0.0, 0.0, 0.0], [0.0, 0.0, 0.0], [0.0, 0.1, 0.0], [0.0, 0.0, 0.0], [0.0, 0.0, 0.0], [0.0, 0.0, 0.0], [0.0, 0.0, 0.0], [0.0, 0.0, 0.0], [0.0, 0.0, 0.0], [0.0, 0.0, -0.1]]
}

---

| no. | DFT total energy (eV) |
| --- | --- |
| 1 | -165089.2157 |
| 2 | -22712.5787 |
| 3 | -202725.4708 |